No. 1
Molecular formula: C4H7NO3
Method: DFT, ωB97M-V/def2-TZVPD

Values from the calculation:
* maximum force: 4.638 eV/Å
* E: -436.9733 Eh
* HOMO energy: -9.66 eV
* SMILES: C[C@H]1[C@@H](O)C(=O)N1O
* E_LUMO: 0.582 eV

```
! RIJCOSX wB97M-V def2-TZVPD def2/J DEFGRID3
* xyz 0 1
C -1.043 0.751 -0.906
C 0.058 0.785 0.199
C -0.169 -0.183 1.388
C 0.935 -1.108 0.684
H -0.741 1.461 -1.812
H -1.337 -0.315 -1.306
H -1.963 1.188 -0.610
H 0.481 1.741 0.449
H 0.212 0.519 2.207
H -1.133 -1.700 1.408
H 2.254 0.285 -1.795
N 1.167 -0.089 -0.265
O -1.355 -0.810 1.359
O 1.234 -2.256 0.664
O 1.401 -0.269 -1.664
*
```

Atom charges from the natural (NBO) analysis, given in e for atoms 1 to 8:
1. C -0.640
2. C -0.079
3. C 0.012
4. C 0.636
5. H 0.222
6. H 0.236
7. H 0.219
8. H 0.193

No. 2
Molecular formula: C4H5NO2
Method: DFT, ωB97M-V/def2-TZVPD

Values from the calculation:
* maximum force: 0.787 eV/Å
* E: -360.5943 Eh
* HOMO energy: -10.01 eV
* SMILES: O=C[C@H]1CN1C=O
* E_LUMO: 0.485 eV

```
! RIJCOSX wB97M-V def2-TZVPD def2/J DEFGRID3
* xyz 0 1
O -0.118 1.391 1.770
C -0.824 1.124 0.825
C -0.876 -0.248 0.208
C -0.377 -0.477 -1.176
N 0.347 -0.983 -0.032
C 1.609 -0.441 0.255
O 2.348 0.000 -0.590
H -1.497 1.885 0.376
H -1.716 -0.851 0.552
H 0.084 0.346 -1.716
H -0.867 -1.226 -1.789
H 1.886 -0.519 1.316
*
```

Atom charges from the natural (NBO) analysis, given in e for atoms 1 to 8:
1. O -0.490
2. C 0.417
3. C -0.173
4. C -0.235
5. N -0.430
6. C 0.534
7. O -0.555
8. H 0.127